(1)
The following is a quantum chemistry calculation of C3H4NOP in the gas phase at a distorted geometry, from OMol25.

Output
Frontier orbital gap (Ha): 0.3144
E_HOMO (eV): -9.240
ΔE to the lowest compared entry with this formula, charge and spin (kJ/mol): 206.2
LUMO level (eV): -0.69
M (g/mol): 101.04
Structure (SMILES): CC1=N[C@H]1P=O
Energy (Eh): -587.94787
Total charge: 0

Each line ends with the Löwdin charge.
CARTESIAN COORDINATES (ANGSTROEM)
C  0.41639  0.77698  -0.67791  -0.36
C  -0.66057  -0.18067  -0.02810  -0.32
C  -0.89406  -1.23513  0.91265  -0.03
N  -1.14068  0.70327  -0.77132  0.13
O  2.53696  2.13261  -1.30670  -0.52
P  1.58344  2.27981  -0.20604  0.85
H  0.92169  0.29113  -1.43287  0.01
H  -1.61462  -1.88263  0.59961  0.05
H  -1.01161  -0.81754  1.83945  0.06
H  -0.13695  -2.06783  1.07123  0.12

Forces on atoms 1 to 3 (eV/Å):
C -1.5 0.2 2.8
C 2.6 3.2 -1.7
C 2.7 -2.1 -0.5

***

(2)
The following is a quantum chemistry calculation of a molecular structure, C44H45BrN8O3STeV, from OMol25.

Output
Frontier orbital gap (alpha / beta) (Ha): 0.2023 / 0.1969
E_HOMO (alpha / beta) (eV): -5.936 / -5.788
ΔE to the lowest compared entry with this formula, charge and spin (kJ/mol): 0.0
Multiplicity: 2
LUMO level (alpha / beta) (eV): -0.43 / -0.43
M (g/mol): 1024.41
<S²>: 0.7767
Energy (Eh): -6551.41915
Total charge: 0

Each line ends with the Mulliken spin population.
CARTESIAN COORDINATES (ANGSTROEM)
V  -0.61067  0.32662  1.13896  0.82
O  -1.04236  -1.27289  2.28541  -0.01
N  -0.07535  -1.72108  2.98578  0.00
N  1.00139  -1.04546  2.87747  -0.01
O  1.07332  0.06591  2.16425  -0.06
C  2.11592  -1.36858  3.71939  0.00
C  3.15299  -0.45496  3.79755  0.00
C  4.24371  -0.75229  4.60274  0.00
C  4.29448  -1.94429  5.30660  0.00
C  3.24862  -2.85328  5.20232  0.00
C  2.15168  -2.57674  4.40420  0.00
H  3.09467  0.46167  3.23027  0.00
H  5.05784  -0.04307  4.67483  0.00
H  5.14829  -2.17069  5.93100  0.00
H  3.28625  -3.78972  5.74244  0.00
H  1.33610  -3.27836  4.31632  0.00
S  -3.00165  2.55936  -0.45702  0.00
C  -2.38723  1.61440  -1.88126  -0.02
N  -3.05885  1.69115  -2.97864  0.04
N  -4.14408  2.49560  -3.09496  0.01
C  -4.56498  2.85444  -4.36958  0.00
C  -5.55592  3.83231  -4.49072  0.00
C  -6.01643  4.20737  -5.74015  0.00
C  -5.50422  3.61702  -6.88874  0.00
C  -4.52023  2.64648  -6.76240  0.00
C  -4.04199  2.26273  -5.51920  0.00
N  -1.33563  0.75833  -1.86976  0.06
N  -0.79240  0.24321  -0.78573  0.06
C  0.15189  -0.79862  -1.25254  0.00
C  -0.40847  -1.65645  -2.36552  0.01
C  0.49001  -1.87726  -3.31103  0.00
C  2.90915  -2.11384  -2.37956  0.00
C  3.44511  -1.24629  -1.25997  0.01
C  2.64174  -0.22885  -0.98058  0.02
H  -4.31930  3.16638  -2.35564  0.00
H  -5.96813  4.28886  -3.59731  0.00
H  -6.78487  4.96635  -5.81669  0.00
H  -5.86705  3.90968  -7.86464  0.00
H  -4.11057  2.17860  -7.64915  0.00
H  -3.27204  1.51213  -5.41931  0.00
H  -1.41744  -2.04177  -2.32145  0.00
H  0.33056  -2.50102  -4.18117  0.00
H  3.67768  -2.34943  -3.11661  0.00
H  4.33620  -1.51524  -0.70686  0.00
H  2.76555  0.45487  -0.15066  0.01
C  -2.82421  0.86778  3.82267  0.00
C  -2.50527  1.91367  2.77858  0.00
O  -3.13243  2.96956  2.73773  -0.01
N  -1.49316  1.63555  1.90723  0.07
Te  -1.26394  3.83055  0.62420  0.00
C  -1.12830  5.66992  -0.57098  0.00
C  -1.64029  5.98362  -1.83302  0.00
C  -2.23113  5.00326  -2.80607  0.00
C  -1.58360  7.30586  -2.28112  0.00
C  -1.03197  8.32583  -1.53302  0.00
C  -0.99964  9.74253  -2.03256  0.00
C  -0.50501  7.99514  -0.29062  0.00
C  -0.54704  6.70071  0.20354  0.00
C  0.07577  6.47438  1.56055  0.00
C  0.77023  3.26877  0.29194  0.02
C  1.54008  3.14266  1.46209  -0.01
C  1.00375  3.25978  2.86597  0.00
C  2.91257  2.93668  1.32173  -0.02
C  3.53152  2.88014  0.08590  0.00
C  5.00666  2.62799  -0.04249  0.00
C  2.74646  3.04943  -1.04689  0.00
C  1.37528  3.25235  -0.97638  0.02
C  0.63544  3.46758  -2.26304  0.00
H  -3.68142  1.19616  4.40528  0.00
H  -1.96374  0.72865  4.48038  0.00
H  -3.02830  -0.09406  3.35511  0.00
H  -2.14034  3.97752  -2.48110  0.00
H  -1.72900  5.08972  -3.77184  0.00
H  -3.28601  5.22321  -2.97943  0.00
H  -1.98527  7.52442  -3.26544  0.00
H  -1.30336  9.79986  -3.07679  0.00
H  0.00082  10.16771  -1.94308  0.00
H  -1.67535  10.37229  -1.45072  0.00
H  -0.04768  8.76922  0.31620  0.00
H  0.48100  7.41044  1.94116  0.00
H  0.90186  5.76223  1.50795  0.00
H  -0.64444  6.11364  2.29934  0.00
H  0.21649  2.53398  3.05618  -0.01
H  0.59628  4.25306  3.06409  0.00
H  1.80913  3.08974  3.57841  0.00
H  3.51026  2.82796  2.22019  0.00
H  5.47065  2.47592  0.93114  0.00
H  5.50490  3.46759  -0.53006  0.00
H  5.18951  1.74087  -0.65230  0.00
H  3.21241  3.00986  -2.02581  0.00
H  1.23107  3.10768  -3.10168  0.00
H  0.44724  4.53062  -2.41903  0.00
H  -0.31268  2.93751  -2.28778  0.00
Br  0.92226  -5.34671  -0.42742  0.00
C  1.51476  -3.58185  -0.85518  0.00
C  2.36354  -3.42174  -1.86352  0.00
C  1.79734  -1.20394  -3.01068  0.00
C  1.44635  -0.21316  -1.88517  0.00
N  0.41942  -1.48970  -0.01087  -0.01
C  0.96991  -2.61919  0.13220  -0.01
H  2.64901  -4.31606  -2.40530  0.00
H  2.22663  -0.69471  -3.87494  0.00
H  1.17897  0.76708  -2.27399  -0.01
H  1.02906  -2.99657  1.15218  0.00

Forces on atoms 1 to 3 (eV/Å):
V 0.2 -0.5 -0.7
O 0.1 0.0 0.1
N 0.1 0.1 0.0

***

(3)
The following is a quantum chemistry calculation of 3 unconnected molecules or ions with the total composition C10H21N5O5P at a distorted geometry, from OMol25.

Output
Frontier orbital gap (Ha): 0.2564
E_HOMO (eV): -11.781
LUMO level (eV): -4.81
M (g/mol): 322.28
Energy (Eh): -1384.38946
Total charge: +1

Each line ends with the Löwdin charge.
CARTESIAN COORDINATES (ANGSTROEM)
C  1.58654  -2.11087  0.16059  0.10
C  0.40119  -1.71912  -0.53167  -0.03
C  -0.76901  -0.88840  -1.38371  -0.27
C  -2.21507  -1.65566  -1.46708  -0.07
C  -3.12640  -0.28447  -1.76177  -0.15
C  -4.25806  -0.22451  -0.53776  -0.15
O  -5.48747  -0.97448  -0.83743  -0.17
O  -6.42164  -0.35908  -0.12666  -0.06
C  -2.19929  1.04706  -1.35603  0.04
N  -0.91830  0.59817  -1.14918  -0.23
P  0.22732  1.86743  -0.64495  0.97
C  1.40369  2.34416  -2.08872  -0.28
O  1.19929  1.16640  0.65131  -0.34
H  2.68400  -2.17857  0.62589  0.09
H  -0.37474  -0.93359  -2.48352  0.16
H  -2.56166  -2.36944  -0.60692  0.14
H  -2.14421  -2.18529  -2.52844  0.14
H  -3.59816  -0.28061  -2.85687  0.18
H  -4.56867  0.92024  -0.46487  0.14
H  -3.71648  -0.53070  0.45307  0.15
H  -7.04543  0.12086  -0.74770  0.15
H  -2.69713  2.10179  -1.26248  0.17
H  2.35970  1.64293  -1.97707  0.05
H  1.68157  3.49119  -1.94035  0.08
H  0.82100  2.15384  -3.09820  0.06
H  2.06437  1.68195  0.60003  0.06
C  4.91649  2.03772  -0.68211  -0.69
O  3.88224  2.60500  -0.99692  -0.03
N  5.68994  2.44900  0.33883  0.17
N  5.37524  0.95053  -1.32801  0.17
H  6.54484  1.99504  0.61301  0.11
H  5.38053  3.26432  0.85152  0.12
H  4.82272  0.60801  -2.10314  0.11
H  6.22452  0.46978  -1.08352  0.11
C  -0.21837  -1.84039  4.09656  -0.72
O  0.78984  -1.22143  4.39814  0.02
N  -0.89002  -1.62312  2.95141  0.15
N  -0.74793  -2.79515  4.88245  0.15
H  -1.72194  -2.12256  2.68576  0.09
H  -0.52478  -0.91235  2.33113  0.08
H  -0.27294  -2.99002  5.75414  0.12
H  -1.57731  -3.31558  4.65123  0.10

Forces on atoms 1 to 3 (eV/Å):
C -8.0 4.0 -5.3
C 8.3 -1.0 4.6
C 2.0 -3.5 -0.9